No. 1
This record from OMol25 describes a molecular structure, C5H10O2. The level of theory is ωB97M-V/def2-TZVPD.

Properties
**E_tot**: -9438.1980 eV

ORCA input file:
```
! wB97M-V def2-TZVPD RIJCOSX def2/J DEFGRID3
* xyz 0 1
C 0.3808 -1.1373 0.4992
C 0.4681 -0.5865 -0.9306
O -0.5937 -1.0557 -1.7378
C 0.5280 0.9620 -0.8541
C 0.0845 1.3854 0.5492
C -0.7421 0.2659 1.1509
O -0.8654 0.1389 2.4628
H 1.3710 -1.1171 0.9761
H -0.1819 -0.7555 1.6981
H -0.0304 -2.1514 0.4948
H 1.3613 -0.9888 -1.4157
H -1.4161 -0.6567 -1.4269
H 1.5385 1.3227 -1.0677
H -0.1203 1.3650 -1.6395
H -0.5251 2.2963 0.5602
H 0.9311 1.5536 1.2228
H -1.6298 0.0118 0.5343
*
```

Here are the Mulliken charges for atoms 1 to 5, given in e:
1 C -1.058
2 C -0.095
3 O -0.530
4 C -0.579
5 C -0.498

No. 2
This record from OMol25 describes 2 unconnected molecules or ions with the total composition C5H10O2. The level of theory is ωB97M-V/def2-TZVPD.

Properties
**Structure (SMILES)**: O=CCCO.C=C
**E_tot**: -9440.4883 eV

ORCA input file:
```
! wB97M-V def2-TZVPD RIJCOSX def2/J DEFGRID3
* xyz 0 1
O 2.0595 -0.3090 0.9981
C 1.3869 -0.7390 -0.1687
C 0.0598 -1.3418 0.2750
C -0.4175 2.1418 0.4578
C -1.6262 1.7716 0.0469
O -2.0148 -1.3461 -0.9454
C -0.8423 -1.6337 -0.8960
H 2.8604 0.1566 0.7283
H 1.1982 0.1033 -0.8521
H 1.9783 -1.4916 -0.7149
H -0.4526 -0.6626 0.9604
H 0.1943 1.5207 1.1108
H 0.0193 3.0879 0.1463
H -2.2187 2.4005 -0.6136
H -2.0783 0.8247 0.3319
H -0.3587 -2.1507 -1.7547
H 0.2515 -2.2795 0.8142
*
```

Here are the Mulliken charges for atoms 1 to 5, given in e:
1 O -0.527
2 C -0.658
3 C -0.315
4 C -0.499
5 C -0.433

No. 3
This record from OMol25 describes a molecular structure, C5H10O2. The level of theory is ωB97M-V/def2-TZVPD.

Properties
**E_tot**: -9436.7207 eV

ORCA input file:
```
! wB97M-V def2-TZVPD RIJCOSX def2/J DEFGRID3
* xyz 0 1
C 1.3192 -0.3246 1.7591
C 1.4174 -0.3042 0.2474
O 1.3107 -1.3860 -0.3883
C -0.3234 0.8644 -0.0110
C -0.8193 0.6683 -1.2882
C -2.0213 0.0398 -0.6237
O -1.3702 0.2037 0.6609
H 2.1136 -0.9733 2.1437
H 1.4592 0.6782 2.1779
H 0.3538 -0.7241 2.0801
H 2.0663 0.4850 -0.1802
H 0.4138 -1.1739 -1.5210
H 0.1637 1.7119 0.4581
H -0.7124 1.2362 -2.2037
H -0.1470 -0.6464 -1.8704
H -2.2592 -1.0041 -0.8442
H -2.9172 0.6669 -0.6778
*
```

Here are the Mulliken charges for atoms 1 to 5, given in e:
1 C -1.047
2 C 0.200
3 O -0.580
4 C -0.274
5 C -0.439

No. 4
This record from OMol25 describes a single C5H10O2 molecule. The level of theory is ωB97M-V/def2-TZVPD.

Properties
**Structure (SMILES)**: C=CO[C@H](C)OC
**E_tot**: -9440.7800 eV

ORCA input file:
```
! wB97M-V def2-TZVPD RIJCOSX def2/J DEFGRID3
* xyz 0 1
C 2.1908 0.4777 -1.4010
C 1.1095 -0.2399 -1.1194
C 0.6090 -0.1553 1.7853
O -0.6443 0.2641 1.2808
C -0.9690 -0.2119 0.0121
C -2.3750 0.2552 -0.2937
O -0.1226 0.3270 -0.9919
H 3.1536 -0.0052 -1.5196
H 1.4364 0.1866 1.1563
H 2.1277 1.5580 -1.4881
H 1.1392 -1.3224 -0.9635
H 0.7150 0.2935 2.7736
H 0.6617 -1.2522 1.8770
H -0.8801 -1.3161 -0.0138
H -2.3887 1.3487 -0.2883
H -2.6964 -0.0997 -1.2760
H -3.0670 -0.1082 0.4702
*
```

Here are the Mulliken charges for atoms 1 to 5, given in e:
1 C -0.675
2 C -0.091
3 C -0.650
4 O -0.357
5 C 0.433

Calculated F_max in order - 0.505 0.554 0.357 0.328 eV Å⁻¹
Calculated energy above the lowest of the compared OMol25 structures with the same formula, charge and spin in order - 4.845 2.555 6.322 2.263 eV